(1)
2 unconnected molecules or ions with the total composition C5H12O2, computed with ωB97M-V/def2-TZVPD.

```
19
C5H12O2 ωB97M-V/def2-TZVPD
C -1.576 -0.671 1.857
O -0.197 -0.426 1.776
C 0.037 0.366 -0.840
C -0.466 1.606 -0.075
C 1.542 0.293 -0.987
C 1.347 -1.173 -1.310
O 0.106 -1.164 -0.565
H -2.092 0.264 2.105
H -1.780 -1.406 2.642
H -2.005 -1.050 0.916
H -0.543 0.309 -1.756
H 0.162 1.912 0.765
H -1.510 1.604 0.247
H -0.388 2.402 -0.838
H 1.962 0.365 0.026
H 2.035 0.987 -1.662
H 1.137 -1.352 -2.373
H 2.104 -1.885 -0.963
H 0.124 -0.980 1.036
```

* multiplicity: 1
* HOMO energy: -9.483 eV
* ΔE to the lowest compared entry with this formula, charge and spin: 2.935 eV
* SMILES: C[C@H]1CCO1.CO
* calculated total energy: -348.0969 hartree

Results of the natural (NBO) charge analysis, in e, for atoms 1 through 8: -0.253, -0.767, 0.119, -0.626, -0.455, -0.064, -0.569, 0.163

(2)
A molecular structure, C40H41Br2N8O4V at a distorted geometry, computed with ωB97M-V/def2-TZVPD.

```
96
C40H41Br2N8O4V ωB97M-V/def2-TZVPD
V 0.508 -0.380 0.172
C -0.452 -3.606 0.375
C -1.096 -3.670 -1.033
N -0.800 -2.440 -1.728
C 0.029 -2.479 -2.911
C 0.938 -1.247 -2.903
N 1.554 -1.034 -1.588
C 2.508 -2.076 -1.191
C 1.840 -3.182 -0.357
N 0.675 -2.674 0.387
H -0.136 -4.609 0.693
H -1.190 -3.246 1.096
H -2.173 -3.829 -0.918
H -0.710 -4.527 -1.593
H -1.603 -1.850 -1.866
H -0.548 -2.490 -3.850
H 0.636 -3.385 -2.901
H 0.330 -0.369 -3.127
H 1.713 -1.358 -3.675
H 2.119 -0.199 -1.713
H 3.278 -1.591 -0.587
H 2.997 -2.513 -2.070
H 2.588 -3.594 0.333
H 1.514 -3.995 -1.006
H 0.952 -2.584 1.358
C -0.560 0.553 4.619
O -1.610 -0.154 3.957
C -1.307 -0.159 2.650
N -0.166 0.308 2.304
C 0.531 0.719 3.538
C 1.229 2.067 3.516
C 2.042 2.383 2.434
C 2.803 3.536 2.428
C 2.766 4.396 3.512
C 1.986 4.074 4.608
C 1.226 2.915 4.617
C -2.361 -0.609 1.741
C -3.552 -1.106 2.270
C -4.610 -1.359 1.413
C -4.472 -1.016 0.079
C -3.246 -0.511 -0.363
N -2.177 -0.384 0.432
C -3.155 -0.046 -1.753
N -2.085 0.193 -2.397
C -2.458 0.468 -3.779
C -4.006 0.540 -3.729
O -4.326 0.102 -2.408
C -1.773 1.653 -4.414
C -2.209 2.110 -5.652
C -1.533 3.129 -6.297
C -0.407 3.695 -5.721
C 0.031 3.244 -4.488
C -0.655 2.233 -3.834
H -0.234 -0.023 5.486
H -0.965 1.513 4.955
H 1.341 -0.004 3.709
H 2.110 1.672 1.629
H 3.453 3.750 1.593
H 3.364 5.295 3.520
H 1.978 4.717 5.475
H 0.668 2.675 5.511
H -3.641 -1.260 3.333
H -5.536 -1.767 1.787
H -5.293 -1.109 -0.615
H -2.154 -0.416 -4.361
H -4.489 -0.132 -4.438
H -4.389 1.556 -3.865
H -3.068 1.648 -6.119
H -1.880 3.473 -7.260
H 0.130 4.478 -6.236
H 0.914 3.670 -4.034
H -0.326 1.871 -2.870
Br -0.053 -4.392 4.820
C 1.590 -3.768 4.077
C 2.757 -4.510 4.197
N 3.898 -4.086 3.687
C 3.931 -2.940 3.034
C 2.809 -2.133 2.832
C 1.610 -2.559 3.397
C 3.004 -0.842 2.034
O 4.008 -0.189 2.250
O 2.130 -0.564 1.144
H 2.782 -5.454 4.724
H 4.894 -2.627 2.656
H 0.705 -1.964 3.361
Br 3.176 1.749 -0.961
C 1.397 2.404 -0.830
C 1.193 3.721 -1.208
C -0.066 4.279 -1.059
C -1.052 3.476 -0.500
C -0.755 2.171 -0.172
N 0.445 1.589 -0.349
H 2.017 4.293 -1.603
H -0.264 5.299 -1.351
H -2.042 3.860 -0.313
H -1.513 1.533 0.251
```

* multiplicity: 4
* HOMO energy (spin up / spin down): -9.490 / -11.221 eV
* ΔE to the lowest compared entry with this formula, charge and spin: 1.762 eV
* charge: +1
* calculated total energy: -8379.8009 hartree

Results of the Mulliken charge analysis, in e, for atoms 1 through 8: 1.425, -0.695, -1.046, 0.059, -0.978, -0.094, -0.092, -1.052